(1)
A gas-phase ion, C5H15N3 (charge +2), computed with the ωB97M-V functional and the def2-TZVPD basis.

Summary:
- gap between HOMO and LUMO (eV) = 11.983
- SMILES string = C[C@@H]([NH3+])CC/[NH+]=C/N
- HOMO (hartree) = -0.6746
- spin multiplicity = 1
- LUMO level (eV) = -6.37
- total charge = +2
- energy above the lowest of the compared OMol25 structures with the same formula, charge and spin (kcal/mol) = 24.73

Cartesian coordinates (Å):
C -0.1280 0.3323 -2.6186
C 0.9207 0.5408 -1.5794
N 1.4354 2.0134 -1.5073
C 0.2712 0.3654 -0.1265
C 0.0751 -1.0487 0.3334
N -1.0601 -1.0840 1.3381
C -0.7520 -1.1885 2.6381
N -1.5883 -1.1813 3.6254
H -1.0449 0.8814 -2.3777
H 0.3973 0.3468 -3.6059
H -0.3821 -0.7453 -2.7594
H 1.8558 -0.0797 -1.6672
H 0.6069 2.5995 -1.2934
H 1.9258 2.3234 -2.3355
H 2.0179 1.9565 -0.6795
H 0.9097 0.8575 0.5952
H -0.6563 0.9443 -0.1933
H 0.9496 -1.5684 0.7197
H -0.3348 -1.7622 -0.4007
H -1.9934 -1.1339 0.9293
H 0.3635 -1.1623 2.8148
H -2.5969 -1.0428 3.5700
H -1.1922 -1.1641 4.5803

=====

(2)
2 unconnected molecules or ions with the total composition C2H5N3OS, computed with the ωB97M-V functional and the def2-TZVPD basis.

Summary:
- gap between HOMO and LUMO (eV) = 7.103
- HOMO (hartree) = -0.2942
- spin multiplicity = 1
- LUMO level (eV) = -0.90
- energy above the lowest of the compared OMol25 structures with the same formula, charge and spin (kcal/mol) = 85.95

Cartesian coordinates (Å):
C -1.0677 0.0131 0.4932
C 1.7178 0.0331 -0.2278
N -2.1114 -0.2783 -0.2443
N 0.7973 -0.8022 -0.6510
N -0.6236 0.5360 1.5015
O 1.7094 1.1866 -1.0633
S 2.8519 -0.0864 0.9635
H -2.2586 -0.9270 -0.9899
H -2.9567 0.1958 -0.1489
H 0.8200 -1.6385 0.0013
H 0.2157 0.5174 1.9787
H 0.9059 1.2503 -1.6130

=====

(3)
2 unconnected molecules or ions with the total composition HNO4, computed with the ωB97M-V functional and the def2-TZVPD basis.

Summary:
- gap between HOMO and LUMO (spin up / spin down) (eV) = 9.266 / 9.731
- HOMO (spin up / spin down) (hartree) = -0.3647 / -0.3830
- spin multiplicity = 1
- LUMO level (spin up / spin down) (eV) = -0.66 / -0.69
- energy above the lowest of the compared OMol25 structures with the same formula, charge and spin (kcal/mol) = 20.58

Cartesian coordinates (Å):
N 0.4991 0.4950 -0.8175
O -0.5452 0.9911 -0.5939
O 1.3769 0.4457 -1.5763
O -0.4828 -0.3350 1.3350
O 0.5552 -0.8417 0.6427
H -1.4032 -0.7551 1.0100

=====

(4)
A molecular structure, C36H55IrP3Si, computed with the ωB97M-V functional and the def2-TZVPD basis.

Summary:
- gap between HOMO and LUMO (spin up / spin down) (eV) = 6.827 / 6.786
- HOMO (spin up / spin down) (hartree) = -0.4944 / -0.5094
- spin multiplicity = 2
- LUMO level (spin up / spin down) (eV) = -6.63 / -7.08
- total charge = +2

Cartesian coordinates (Å):
Ir -0.0384 0.0329 0.2133
C -0.9963 0.7623 3.9859
C -1.2622 -0.6203 3.3915
C -2.6154 -0.6909 2.6910
P 0.1846 -1.0989 2.2680
C 1.4514 -1.4882 3.5763
C 1.0478 -2.2753 4.8266
C 2.7406 -2.0498 2.9937
C -0.5224 -2.6685 1.5039
C -0.4611 -3.8580 2.2586
C -1.1084 -5.0309 1.8653
C -1.8505 -5.0524 0.6992
C -1.8971 -3.9165 -0.1051
C -1.2170 -2.7159 0.2378
Si -1.1110 -1.4917 -1.1197
C -2.2169 -0.2810 -1.8983
C -2.9340 -0.7682 -3.0276
C -3.5859 0.0797 -3.9192
C -3.5285 1.4427 -3.7179
C -2.8733 1.9503 -2.5938
C -2.2492 1.1258 -1.6326
P -1.6329 1.9111 -0.0567
C -0.7119 3.4578 -0.4181
C -1.4404 4.7265 -0.8369
C 0.1701 3.8006 0.7980
C -3.2300 2.4034 0.7941
C -3.0220 3.2478 2.0508
C -4.3416 3.0295 -0.0450
C 0.3267 -1.9219 -2.2414
C 0.0585 -2.9429 -3.1958
C 1.0180 -3.3820 -4.1033
C 2.2746 -2.8100 -4.0874
C 2.5670 -1.8091 -3.1589
C 1.6291 -1.3414 -2.2108
P 2.1776 -0.0362 -0.9982
C 3.8874 -0.4771 -0.4634
C 5.0913 -0.0114 -1.2718
C 4.0425 -1.9795 -0.1844
C 2.2327 1.5026 -2.0099
C 2.8144 2.6915 -1.2423
C 2.8379 1.4377 -3.4074
H -1.8787 1.1438 4.5105
H -0.7046 1.4863 3.2205
H -0.1822 0.7257 4.7180
H -1.3413 -1.3190 4.2256
H -2.5830 -0.2879 1.6824
H -3.3880 -0.1589 3.2558
H -2.9536 -1.7301 2.6050
H 1.7213 -0.4879 3.9433
H 1.6851 -3.1545 4.9780
H 0.0174 -2.6290 4.8485
H 1.1778 -1.6463 5.7158
H 2.5803 -3.0058 2.4862
H 3.4895 -2.2069 3.7787
H 3.1770 -1.3392 2.2892
H 0.0991 -3.9142 3.1809
H -1.0331 -5.9230 2.4810
H -2.3608 -5.9608 0.3917
H -2.4437 -4.0009 -1.0451
H -2.9472 -1.8320 -3.2654
H -4.1002 -0.3278 -4.7850
H -4.0088 2.1214 -4.4178
H -2.9109 3.0225 -2.4700
H -0.0328 3.2149 -1.2380
H -2.1452 5.0812 -0.0827
H -1.9738 4.6229 -1.7805
H -0.7189 5.5384 -0.9929
H -0.4171 4.1904 1.6355
H 0.9032 4.5717 0.5344
H 0.7251 2.9306 1.1660
H -3.6477 1.4513 1.1371
H -2.7894 4.2898 1.8172
H -2.2244 2.8647 2.6849
H -3.9364 3.2569 2.6559
H -4.0263 3.9305 -0.5740
H -5.1902 3.3112 0.5902
H -4.7435 2.3199 -0.7740
H -0.9190 -3.4221 -3.2396
H 0.7797 -4.1660 -4.8160
H 3.0349 -3.1370 -4.7906
H 3.5657 -1.3937 -3.2028
H 3.9746 0.0323 0.5056
H 5.1490 -0.4677 -2.2614
H 6.0183 -0.2810 -0.7506
H 5.1223 1.0701 -1.3978
H 4.2699 -2.5441 -1.0944
H 3.1455 -2.4239 0.2554
H 4.8760 -2.1502 0.5071
H 1.1726 1.7246 -2.1738
H 3.9054 2.7240 -1.2823
H 2.5301 2.6875 -0.1876
H 2.4611 3.6317 -1.6815
H 3.8825 1.1213 -3.4071
H 2.7991 2.4237 -3.8854
H 2.2768 0.7618 -4.0597
H -0.6445 0.7745 1.6472

=====

(5)
A molecular structure, C16H8MnN6O9, computed with the ωB97M-V functional and the def2-TZVPD basis.

Summary:
- gap between HOMO and LUMO (spin up / spin down) (eV) = 7.936 / 8.211
- HOMO (spin up / spin down) (hartree) = -0.3879 / -0.3918
- spin multiplicity = 4
- LUMO level (spin up / spin down) (eV) = -2.62 / -2.45
- energy above the lowest of the compared OMol25 structures with the same formula, charge and spin (kcal/mol) = 0.00

Cartesian coordinates (Å):
Mn -0.0200 -0.5176 -0.8341
O 3.7338 0.5706 -1.4463
C 2.5464 0.4828 -1.3269
O 1.8617 -0.6103 -1.0103
C 1.6271 1.6663 -1.5070
C 1.9428 2.9445 -1.9047
C 0.9050 3.8663 -2.0173
C -0.4055 3.4954 -1.7254
C -0.6342 2.1992 -1.3313
N 0.3715 1.3440 -1.2356
C -1.9382 1.5418 -0.9524
O -2.9668 2.1555 -0.8944
O -1.7647 0.2641 -0.6601
H 2.9745 3.1888 -2.1189
H 1.1174 4.8769 -2.3393
H -1.2409 4.1789 -1.7982
C 0.1949 1.9038 2.2045
C 0.3461 0.4253 2.2405
N 0.2330 -0.4064 1.2221
C 0.4442 -1.6770 1.6966
C 0.6806 -1.6229 3.0280
N 0.6214 -0.2900 3.3455
C 0.9857 -2.6277 4.0775
O 1.0451 -3.8830 3.6922
O 1.1668 -2.2524 5.2090
C 0.2863 -2.7828 0.7313
O 0.4674 -3.9424 1.0377
O -0.0806 -2.3638 -0.4546
H -0.5504 2.1780 1.4621
H 1.1410 2.3850 1.9490
H -0.1315 2.2810 3.1720
H 0.7533 0.0488 4.2878
H 0.8482 -3.9946 2.7242
O -0.3395 -0.8633 -2.6089
N -1.2916 -1.4545 -3.2866
C -2.2769 -2.0814 -2.7655
C -3.1846 -2.6702 -3.7282
N -3.9323 -3.1298 -4.4682
C -2.6018 -2.3084 -1.3718
N -2.9345 -2.5185 -0.2940

=====

| no. | M (g/mol) | E (hartree) |
| --- | --- | --- |
| 1 | 117.196 | -363.1747 |
| 2 | 119.149 | -716.8037 |
| 3 | 79.011 | -356.0405 |
| 4 | 801.061 | -2822.0942 |
| 5 | 483.211 | -2771.2861 |